Entry from the Open Molecules 2025 dataset: a single C15H18N2O2S2 molecule (wB97M-V/def2-TZVPD).

Geometry as XYZ:
```
39
Properties=species:S:1:pos:R:3:mulliken_charge:R:1
O -1.70 1.30 -1.83 -0.719
S -1.90 0.14 -1.01 1.252
O -1.97 -1.15 -1.63 -0.612
C -3.40 0.38 -0.10 0.144
C -4.09 1.54 0.06 -0.389
C -5.23 1.38 0.88 -0.511
C -5.38 0.11 1.32 -0.494
S -4.13 -0.93 0.74 -0.116
N -0.81 0.16 0.25 0.166
C -0.46 -1.15 0.77 -0.867
C 0.66 -1.79 -0.07 -0.970
N 1.82 -0.94 -0.21 0.061
C 2.67 -0.87 0.96 -0.687
C 4.01 -0.26 0.61 0.308
C 4.57 0.75 1.37 -0.389
C 5.80 1.29 1.04 -0.596
C 6.48 0.82 -0.08 -0.376
C 5.92 -0.18 -0.85 -0.593
C 4.69 -0.72 -0.51 -0.217
C 1.44 0.35 -0.74 -0.726
C 0.34 1.04 0.08 -1.060
H -3.78 2.46 -0.40 0.484
H -5.91 2.18 1.13 0.393
H -6.14 -0.29 1.95 0.441
H -1.35 -1.77 0.74 0.374
H -0.15 -1.02 1.81 0.474
H 0.96 -2.74 0.38 0.485
H 0.26 -1.98 -1.07 0.416
H 2.23 -0.30 1.80 0.316
H 2.84 -1.89 1.31 0.427
H 4.04 1.12 2.24 0.336
H 6.23 2.07 1.64 0.379
H 7.44 1.25 -0.34 0.378
H 6.45 -0.54 -1.72 0.379
H 4.25 -1.50 -1.11 0.397
H 2.32 0.99 -0.80 0.450
H 1.05 0.19 -1.76 0.375
H -0.01 1.93 -0.42 0.504
H 0.70 1.31 1.08 0.383
```

As for the SMILES: O=S(=O)(c1cccs1)N1CCN(Cc2ccccc2)CC1. As for the multiplicity: 1. As for the total energy: -1638.7186 a.u. The energy above the lowest of the compared OMol25 structures with the same formula, charge and spin is 1.547 eV. For the HOMO energy, the calculation gives -8.22 eV. The largest force on an atom comes out at 0.01881 hartree/bohr. The molar mass comes out at 322.455 g mol⁻¹.



Entry from the Open Molecules 2025 dataset: a single C15H18N2O4 molecule at a distorted geometry (wB97M-V/def2-TZVPD).

Geometry as XYZ:
```
39
Properties=species:S:1:pos:R:3:mulliken_charge:R:1
C 3.61 0.45 2.03 -0.748
O 2.29 0.78 1.58 -0.312
C 1.46 -0.20 1.02 -0.639
C 0.03 0.04 1.51 0.099
C -0.79 -1.05 1.81 -0.393
C -2.14 -0.84 2.08 -0.589
C -2.64 0.47 2.19 0.857
C -4.12 0.70 2.32 -1.351
C -1.72 1.54 2.20 -0.639
C -0.37 1.31 1.94 -0.533
C 1.69 -0.32 -0.52 1.071
C 0.99 -1.56 -1.05 0.044
O 1.17 -2.67 -0.54 -0.624
N 0.22 -1.49 -2.20 0.022
C -0.43 -2.70 -2.65 -1.154
C -0.10 -0.32 -2.92 0.878
O -0.89 -0.32 -3.87 -0.643
N 0.56 0.84 -2.49 0.039
C 0.37 2.01 -3.32 -1.154
C 1.47 0.92 -1.41 -0.157
O 2.21 1.89 -1.33 -0.602
H 4.15 1.38 2.20 0.276
H 3.63 -0.11 2.98 0.288
H 4.16 -0.13 1.28 0.299
H 1.70 -1.20 1.40 0.546
H -0.38 -2.06 1.75 0.440
H -2.82 -1.68 2.19 0.379
H -4.37 1.77 2.35 0.344
H -4.65 0.25 1.46 0.317
H -4.53 0.22 3.22 0.315
H -2.07 2.56 2.39 0.289
H 0.36 2.12 2.00 0.476
H 2.77 -0.49 -0.70 0.468
H -1.12 -2.43 -3.45 0.387
H 0.32 -3.40 -3.04 0.320
H -0.97 -3.17 -1.83 0.333
H -0.45 1.79 -4.00 0.403
H 0.12 2.86 -2.69 0.336
H 1.27 2.22 -3.91 0.310
```

As for the SMILES: CO[C@@H](c1ccc(C)cc1)C1C(=O)N(C)C(=O)N(C)C1=O. As for the multiplicity: 1. As for the total energy: -992.8888 a.u. The energy above the lowest of the compared OMol25 structures with the same formula, charge and spin is 1.583 eV. For the HOMO energy, the calculation gives -8.96 eV. The largest force on an atom comes out at 0.04031 hartree/bohr. The molar mass comes out at 290.319 g mol⁻¹.



Entry from the Open Molecules 2025 dataset: a single C15H18N2O4S molecule (wB97M-V/def2-TZVPD).

Geometry as XYZ:
```
40
Properties=species:S:1:pos:R:3:mulliken_charge:R:1
C 7.06 0.59 -2.74 -1.423
C 5.57 0.65 -2.43 -0.260
O 5.36 -0.08 -1.24 -0.377
C 4.10 -0.18 -0.74 0.464
C 3.97 -0.92 0.44 -0.672
C 2.73 -1.08 1.03 -0.604
C 1.60 -0.51 0.46 0.539
N 0.37 -0.71 1.11 -0.060
C -0.86 -0.26 0.76 0.738
O -1.13 0.40 -0.22 -0.639
C -1.95 -0.69 1.76 -1.334
N -3.23 -0.28 1.21 0.186
C -3.37 1.09 1.02 0.506
O -2.83 1.88 1.76 -0.621
C -4.17 1.57 -0.16 -0.660
S -5.26 0.35 -0.95 -0.177
C -5.50 -0.74 0.48 0.081
C -6.23 -0.06 1.63 -1.288
C -4.13 -1.26 0.86 0.629
O -3.85 -2.43 0.90 -0.636
C 1.72 0.22 -0.71 -0.596
C 2.96 0.38 -1.31 -0.384
H 7.26 1.14 -3.66 0.416
H 7.37 -0.44 -2.87 0.325
H 7.63 1.03 -1.93 0.326
H 4.99 0.20 -3.25 0.361
H 5.25 1.69 -2.29 0.363
H 4.85 -1.35 0.88 0.415
H 2.65 -1.65 1.95 0.304
H 0.43 -1.26 1.96 0.208
H -1.78 -0.19 2.71 0.275
H -1.97 -1.77 1.88 0.563
H -4.74 2.45 0.12 0.381
H -3.44 1.86 -0.92 0.382
H -6.09 -1.59 0.11 0.362
H -7.18 0.33 1.28 0.334
H -5.65 0.76 2.04 0.342
H -6.41 -0.78 2.43 0.362
H 0.85 0.66 -1.16 0.501
H 3.02 0.96 -2.22 0.368
```

As for the SMILES: CCOc1ccc(NC(=O)CN2C(=O)CS[C@H](C)C2=O)cc1. As for the multiplicity: 1. As for the total energy: -1391.0969 a.u. The energy above the lowest of the compared OMol25 structures with the same formula, charge and spin is 0.381 eV. For the HOMO energy, the calculation gives -8.11 eV. The largest force on an atom comes out at 0.01415 hartree/bohr. The molar mass comes out at 322.386 g mol⁻¹.



Entry from the Open Molecules 2025 dataset: a single C15H18N2O4S2 molecule at a distorted geometry (wB97M-V/def2-TZVPD).

Geometry as XYZ:
```
41
Properties=species:S:1:pos:R:3:mulliken_charge:R:1
C -2.85 -3.05 0.26 -0.741
C -3.21 -2.53 -1.18 -0.537
O -3.99 -1.44 -1.16 -0.457
C -3.39 -0.25 -1.24 0.845
O -2.33 -0.25 -1.64 -0.411
C -4.10 1.09 -0.97 -0.920
S -3.72 1.54 0.94 -0.124
C -2.01 1.17 0.68 -0.372
N -1.40 -0.26 0.97 -0.380
C -0.08 -0.14 0.92 0.610
S 0.68 -1.78 1.26 -0.313
C 2.25 -1.17 0.71 0.200
C 2.02 0.26 0.41 -0.142
C 0.74 0.74 0.28 -0.127
C 0.18 1.99 0.08 0.305
O 0.84 3.23 -0.32 -0.774
N -1.14 2.12 0.15 0.214
C 3.30 1.03 -0.12 -0.785
C 4.34 0.10 -0.74 1.090
C 3.90 -0.41 -1.85 -1.548
C 5.80 0.87 -0.76 -1.215
O 4.56 -0.85 0.46 -0.382
C 3.61 -1.65 0.53 -0.332
H -2.41 -3.95 0.06 0.364
H -3.87 -3.07 0.93 0.232
H -2.15 -2.41 0.80 0.113
H -3.95 -3.09 -1.65 0.397
H -2.46 -2.43 -1.88 0.462
H -3.83 1.97 -1.52 0.403
H -5.12 0.88 -0.88 0.451
H -1.62 3.02 0.37 0.396
H 3.65 1.80 0.58 0.439
H 2.94 1.72 -1.13 0.296
H 4.08 0.37 -2.72 0.399
H 2.94 -0.85 -1.83 0.495
H 4.71 -1.14 -2.49 0.266
H 6.49 0.00 -1.14 0.338
H 5.66 1.88 -1.43 0.283
H 5.94 1.14 0.35 0.314
H 3.47 -2.50 -0.16 0.304
H 3.71 -2.37 1.52 0.342
```

As for the SMILES: CCOC(=O)CSc1nc2sc3c(c2c(=O)[nH]1)CC(C)(C)OC3. As for the multiplicity: 1. As for the total energy: -1788.8843 a.u. The energy above the lowest of the compared OMol25 structures with the same formula, charge and spin is 9.876 eV. For the HOMO energy, the calculation gives -7.50 eV. The largest force on an atom comes out at 0.25145 hartree/bohr. The molar mass comes out at 354.453 g mol⁻¹.



Entry from the Open Molecules 2025 dataset: a single C15H18N4O4 molecule at a distorted geometry (wB97M-V/def2-TZVPD).

Geometry as XYZ:
```
41
Properties=species:S:1:pos:R:3:mulliken_charge:R:1
N 1.48 -1.75 2.49 -0.631
C 0.24 -2.34 2.06 0.657
C -1.01 -1.71 2.71 -1.065
C -1.09 -0.22 2.47 0.718
C -1.61 0.39 1.38 -0.765
N -1.43 1.78 1.51 0.100
C -0.65 1.82 2.63 -0.414
N -0.36 0.66 3.19 -0.634
C 0.04 -2.30 0.54 -0.183
O -0.78 -3.03 -0.10 -0.844
N 0.71 -1.39 -0.18 0.089
C 0.62 -1.30 -1.66 -0.122
C 1.27 -0.01 -2.17 -1.087
C 0.61 1.25 -1.66 0.251
C -0.76 1.49 -1.84 -0.196
C -1.45 2.62 -1.36 -0.543
C -0.73 3.52 -0.66 0.375
O -1.40 4.48 0.02 -0.625
C 0.66 3.48 -0.58 -0.925
C 1.31 2.31 -1.09 -0.219
C 1.25 -2.51 -2.45 0.404
O 2.33 -2.32 -3.02 -0.586
O 0.63 -3.70 -2.44 -0.521
H 1.34 -1.23 3.32 0.242
H 2.25 -2.40 2.57 0.216
H 0.21 -3.42 2.37 0.338
H -1.97 -2.10 2.28 0.378
H -0.99 -1.87 3.83 0.379
H -2.16 -0.01 0.54 0.482
H -1.78 2.59 1.06 0.370
H -0.27 2.78 2.90 0.468
H 1.51 -1.02 0.34 0.433
H -0.53 -1.35 -1.89 0.271
H 2.36 -0.04 -1.95 0.340
H 1.19 -0.12 -3.25 0.468
H -1.32 0.74 -2.39 0.395
H -2.45 2.91 -1.63 0.331
H -2.34 4.41 -0.20 0.378
H 1.16 4.19 0.04 0.438
H 2.37 2.21 -0.96 0.362
H 0.02 -3.65 -1.65 0.474
```

As for the SMILES: N[C@@H](Cc1c[nH]cn1)C(=O)N[C@@H](Cc1ccc(O)cc1)C(=O)O. As for the multiplicity: 1. As for the total energy: -1102.4005 a.u. The energy above the lowest of the compared OMol25 structures with the same formula, charge and spin is 2.152 eV. For the HOMO energy, the calculation gives -8.70 eV. The largest force on an atom comes out at 0.08278 hartree/bohr. The molar mass comes out at 318.333 g mol⁻¹.



Entry from the Open Molecules 2025 dataset: 2 unconnected molecules or ions with the total composition C15H18O at a distorted geometry (wB97M-V/def2-TZVPD).

Geometry as XYZ:
```
34
Properties=species:S:1:pos:R:3:mulliken_charge:R:1
C 1.42 -2.32 -1.74 -1.019
C 1.93 -1.05 -1.13 0.272
C 1.87 -1.11 0.39 0.117
C 3.14 -1.35 0.99 -0.500
C 3.26 -1.75 2.32 -0.624
C 2.08 -1.95 3.04 0.270
O 2.20 -2.11 4.40 -0.539
C 0.81 -1.74 2.49 -0.527
C 0.72 -1.27 1.14 -0.151
H 2.06 -2.70 -2.55 0.301
H 0.33 -2.46 -2.08 0.252
H 1.56 -3.13 -0.90 0.285
H 2.87 -0.57 -1.38 0.483
H 1.20 -0.19 -1.33 -0.419
H 4.01 -1.35 0.34 0.289
H 4.18 -1.94 2.79 0.477
H 1.99 -3.06 4.73 0.334
H -0.04 -2.14 2.97 0.389
H -0.24 -1.01 0.67 0.326
C -2.35 0.21 -1.86 -1.369
C -2.35 1.54 -1.22 0.785
C -3.56 2.15 -0.88 -0.469
C -3.58 3.46 -0.52 -0.523
C -2.33 4.09 -0.15 -0.380
C -1.12 3.56 -0.53 -0.631
C -1.15 2.22 -1.08 -0.042
H -2.00 -0.66 -1.31 0.233
H -1.66 0.02 -2.72 0.336
H -3.32 0.05 -2.36 0.398
H -4.48 1.64 -0.94 0.427
H -4.48 4.03 -0.28 0.334
H -2.49 5.15 0.13 0.299
H -0.22 4.01 -0.15 0.345
H -0.25 1.72 -1.30 0.240
```

As for the SMILES: CCc1ccc(O)cc1.Cc1ccccc1. As for the multiplicity: 1. As for the total energy: -657.5383 a.u. The energy above the lowest of the compared OMol25 structures with the same formula, charge and spin is 2.142 eV. For the HOMO energy, the calculation gives -8.62 eV. The largest force on an atom comes out at 0.08828 hartree/bohr. The molar mass comes out at 214.308 g mol⁻¹.